(1)
Entry from the OMol25 dataset: C11H26CoN2OP2S as an isolated structure (wB97M-V/def2-TZVPD).

molar mass = 355.3 g mol⁻¹
⟨S²⟩ = 8.8220
charge = +2
E_LUMO (alpha / beta) = -5.8 / -9.2 eV
spin multiplicity = 6
HOMO-LUMO gap (alpha / beta) = 8.75 / 7.03 eV

Geometry (Å):
Co1 0.071 -0.031 0.939
P1 -1.953 -0.879 1.209
P2 -0.472 2.058 0.886
N1 0.445 -1.744 0.136
N2 1.419 0.486 -0.334
H1 1.831 -2.696 -1.148
H2 3.264 -0.357 -0.892
H3 2.532 -2.163 0.419
C1 1.798 -1.900 -0.384
H4 1.964 -0.557 -2.086
C2 2.187 -0.558 -0.998
H5 0.023 -3.828 0.054
H6 2.616 2.021 -1.158
C3 -0.343 -2.820 0.341
C4 1.720 1.778 -0.559
C5 -1.603 -2.585 0.846
C6 0.882 2.734 -0.021
H7 -2.335 -3.369 1.030
H8 1.049 3.798 -0.148
H9 -1.559 2.485 0.039
H10 -0.452 2.994 1.996
H11 -2.992 -0.611 0.267
H12 -2.609 -1.100 2.485
H13 0.000 0.822 -2.677
C7 -1.028 0.549 -2.954
C8 -1.854 1.819 -2.966
C9 -0.972 -0.255 -4.238
O1 -1.592 -0.243 -1.875
H14 -1.647 2.462 -3.827
H15 -2.932 1.587 -2.950
H16 -1.641 2.409 -2.057
H17 -0.218 -1.055 -4.174
H18 -1.939 -0.729 -4.470
H19 -0.691 0.377 -5.087
H20 -1.004 -0.987 -1.664
C10 2.231 -0.435 3.814
S1 0.606 -0.489 3.004
C11 -0.459 0.463 4.113
H21 3.024 -0.731 3.108
H22 2.223 -1.158 4.655
H23 2.463 0.540 4.242
H24 -0.861 -0.240 4.864
H25 0.115 1.228 4.649
H26 -1.307 0.913 3.571

Cartesian forces, eV/Å:
-0.03 -0.29 0.15
-2.87 -0.65 0.87
-1.65 3.40 0.66
0.17 -3.33 0.00
2.05 1.72 -1.36
0.13 0.21 0.38
-0.25 -0.12 -0.10
-0.79 0.06 -0.33
0.29 -0.46 -0.25
0.02 0.13 0.47
0.29 0.28 -0.49
-0.31 0.64 0.25
-0.54 0.00 0.23
1.39 0.15 -0.96
0.67 -1.17 -0.46
-0.31 -0.64 -0.02
0.71 0.49 -0.44
0.29 0.00 -0.09
0.07 -0.15 -0.06
0.36 0.00 0.78
-0.46 -0.52 -0.72
0.11 -0.01 0.59
0.06 0.40 -0.91
0.02 -0.02 -0.01
0.08 0.01 0.11
-0.45 0.21 0.12
-0.22 -0.27 -0.28
0.54 -0.19 0.64
0.04 -0.22 0.09
0.42 0.02 -0.14
-0.07 -0.17 -0.35
-0.21 0.19 0.06
0.27 0.27 0.14
-0.04 -0.04 0.17
-0.21 0.21 -0.54
0.43 -0.67 0.57
0.56 0.19 1.58
-0.26 -0.29 0.88
-0.51 0.14 0.18
-0.06 0.30 -0.56
-0.21 0.12 -0.33
0.12 0.38 -0.29
-0.13 -0.12 -0.34
0.52 -0.20 0.11

The natural (NBO) scheme yields these atomic charges, measured in e: number 1, Co, carries 0.94; number 2, P, carries 0.28; number 3, P, carries 0.30; number 4, N, carries -0.50; number 5, N, carries -0.49; number 6, H, carries 0.24; number 7, H, carries 0.25; number 8, H, carries 0.24; number 9, C, carries -0.28; number 10, H, carries 0.24; number 11, C, carries -0.27; number 12, H, carries 0.24; number 13, H, carries 0.24; number 14, C, carries 0.04; number 15, C, carries 0.04; number 16, C, carries -0.35; number 17, C, carries -0.37; number 18, H, carries 0.27; number 19, H, carries 0.27; number 20, H, carries 0.08; number 21, H, carries 0.07; number 22, H, carries 0.10; number 23, H, carries 0.07; number 24, H, carries 0.13; number 25, C, carries 0.10; number 26, C, carries -0.62; number 27, C, carries -0.64; number 28, O, carries -0.75; number 29, H, carries 0.24; number 30, H, carries 0.24; number 31, H, carries 0.18; number 32, H, carries 0.20; number 33, H, carries 0.24; number 34, H, carries 0.24; number 35, H, carries 0.46; number 36, C, carries -0.73; number 37, S, carries 0.24; number 38, C, carries -0.75; number 39, H, carries 0.25; number 40, H, carries 0.26; number 41, H, carries 0.25; number 42, H, carries 0.26; number 43, H, carries 0.26; number 44, H, carries 0.24

(2)
Entry from the OMol25 dataset: C11H26LiNO11P as an isolated structure (wB97M-V/def2-TZVPD).

molar mass = 386.2 g mol⁻¹
charge = -1
E_LUMO = 1.8 eV
spin multiplicity = 1
HOMO-LUMO gap = 3.62 eV
ΔE to the lowest compared entry with this formula, charge and spin = 85.5 kJ/mol

Geometry (Å):
C1 -5.638 1.752 0.184
N1 -4.736 0.570 0.495
C2 -5.360 -0.061 1.701
C3 -4.658 -0.546 -0.535
C4 -3.387 1.053 0.660
C5 -2.394 0.426 1.711
O1 -1.143 0.874 1.414
H1 -6.556 1.516 -0.014
H2 -5.474 2.166 -0.865
H3 -5.630 2.646 0.936
H4 -6.131 -0.690 1.313
H5 -5.905 0.521 2.274
H6 -4.805 -0.749 2.283
H7 -4.426 0.098 -1.362
H8 -5.553 -0.723 -0.674
H9 -3.926 -1.224 -0.538
H10 -3.199 2.044 0.955
H11 -2.961 1.108 -0.303
H12 -2.462 -0.688 1.660
H13 -2.728 0.653 2.874
H14 -0.764 0.311 0.648
Li1 1.654 -0.390 -0.277
P1 -0.408 -1.503 -1.271
O2 1.015 -1.867 -1.225
O3 -0.173 -0.250 -0.391
O4 -1.364 -2.373 -0.653
O5 -0.834 -1.088 -2.677
C6 1.845 -3.227 1.909
O6 3.269 -2.939 1.966
C7 3.690 -1.706 1.436
O7 2.937 -0.771 1.180
O8 4.987 -1.779 1.244
C8 5.646 -0.530 1.226
H15 1.148 -2.706 2.631
H16 1.696 -4.306 2.142
H17 1.281 -3.091 0.855
H18 5.291 0.315 0.590
H19 6.866 -0.626 0.898
H20 5.544 -0.153 2.146
C9 4.691 3.249 -1.149
O9 4.299 2.689 -2.295
C10 3.604 1.619 -2.263
O10 3.101 1.176 -1.230
O11 3.586 0.870 -3.391
C11 2.672 -0.267 -3.402
H21 5.184 4.108 -1.385
H22 5.607 2.615 -0.624
H23 3.986 3.622 -0.517
H24 2.428 -0.702 -4.414
H25 1.738 0.046 -3.044
H26 2.850 -1.094 -2.833

Cartesian forces, eV/Å:
4.71 3.06 -1.02
-0.86 -0.07 2.46
0.87 -2.84 -2.61
4.13 7.33 -0.64
2.82 0.29 1.73
-0.66 -1.67 1.31
-1.76 1.83 2.82
-5.73 -2.33 -0.03
1.14 -0.32 1.34
0.56 -2.18 -1.15
-0.60 -0.61 -0.63
-1.81 3.76 2.94
1.52 -0.17 0.26
0.52 -0.21 -1.18
-8.61 -3.17 -1.25
3.12 -2.93 1.22
-1.37 1.93 0.54
0.94 -0.88 -1.17
0.15 0.32 -0.13
0.50 0.01 -2.64
1.05 -1.21 -2.16
-0.57 -0.26 -0.49
-0.26 3.60 -3.68
6.06 -3.54 -0.53
-1.01 3.85 2.23
-4.14 -3.89 3.08
-0.28 0.40 -0.70
-2.96 -0.48 -1.55
0.06 2.13 -1.02
-3.64 -1.35 0.20
1.87 -1.46 0.78
0.57 0.04 -0.46
3.76 0.44 -4.06
1.47 0.09 -0.47
0.76 0.69 -0.10
1.87 0.22 1.81
-0.49 -1.34 -0.26
-3.62 -0.30 1.16
0.27 1.44 3.80
4.64 -2.07 2.52
0.32 0.70 -3.90
-2.40 -5.68 1.61
0.34 1.01 -0.65
0.69 1.24 -0.12
-1.42 1.05 -2.41
1.67 2.49 -1.24
-2.71 1.17 -0.84
-2.52 -0.17 2.11
1.00 1.27 0.53
-1.54 0.61 0.53
1.60 -1.85 2.09

The natural (NBO) scheme yields these atomic charges, measured in e: number 1, C, carries -0.40; number 2, N, carries -0.19; number 3, C, carries -0.40; number 4, C, carries -0.36; number 5, C, carries -0.32; number 6, C, carries -0.02; number 7, O, carries -0.78; number 8, H, carries 0.19; number 9, H, carries 0.24; number 10, H, carries 0.24; number 11, H, carries 0.20; number 12, H, carries 0.20; number 13, H, carries 0.25; number 14, H, carries 0.21; number 15, H, carries 0.17; number 16, H, carries 0.31; number 17, H, carries 0.22; number 18, H, carries 0.25; number 19, H, carries 0.17; number 20, H, carries 0.11; number 21, H, carries 0.51; number 22, Li, carries 0.90; number 23, P, carries 2.57; number 24, O, carries -1.37; number 25, O, carries -1.33; number 26, O, carries -1.29; number 27, O, carries -1.30; number 28, C, carries -0.33; number 29, O, carries -0.52; number 30, C, carries 1.02; number 31, O, carries -0.66; number 32, O, carries -0.49; number 33, C, carries -0.25; number 34, H, carries 0.19; number 35, H, carries 0.18; number 36, H, carries 0.30; number 37, H, carries 0.21; number 38, H, carries 0.18; number 39, H, carries 0.17; number 40, C, carries -0.22; number 41, O, carries -0.48; number 42, C, carries 0.99; number 43, O, carries -0.68; number 44, O, carries -0.51; number 45, C, carries -0.29; number 46, H, carries 0.18; number 47, H, carries 0.15; number 48, H, carries 0.19; number 49, H, carries 0.20; number 50, H, carries 0.25; number 51, H, carries 0.22